1.
C24H39F3O24 | ωB97M-V with the def2-TZVPD basis set

Element x y z (Å)
O -1.3247 1.9610 0.3244
C -1.8021 3.0424 0.2167
O -2.2157 3.8845 1.1586
C -2.3385 5.1932 0.6473
C -2.4418 4.9820 -0.8676
F -1.5459 5.6819 -1.6161
O -1.9724 3.6272 -1.0010
H -3.1232 5.8283 1.0527
H -1.3909 5.6501 0.9569
H -3.4574 5.1197 -1.2442
O 1.4653 -8.5023 3.3925
C 1.7329 -7.4615 2.8696
O 2.3804 -6.4679 3.4883
C 2.4097 -5.3161 2.6046
C 1.7809 -5.8479 1.3035
F 2.5813 -5.8374 0.1979
O 1.4746 -7.1860 1.5742
H 1.8438 -4.5489 3.1290
H 3.4705 -5.0629 2.5643
H 0.9209 -5.1948 1.1196
O 0.4024 -2.3393 2.0184
C 0.6003 -1.7057 1.0345
O 1.7705 -1.5294 0.4484
C 1.6722 -0.4598 -0.5224
C 0.1392 -0.2981 -0.6836
F -0.3058 -0.7822 -1.8768
O -0.3921 -0.9964 0.3882
H 2.1159 0.3515 0.0390
H 2.0598 -0.6948 -1.5063
H -0.0608 0.7737 -0.6777
C 7.2830 -2.6447 5.9908
O 6.3847 -2.0134 5.0719
C 5.0744 -2.1145 5.2459
O 4.5634 -2.5872 6.2245
O 4.4852 -1.4763 4.2441
C 3.0594 -1.6137 4.1656
H 6.7033 -3.3285 6.6081
H 7.8616 -1.9102 6.5422
H 7.9298 -3.2293 5.3369
H 2.6574 -2.5635 4.5073
H 2.7394 -1.6006 3.1210
H 2.7017 -0.6801 4.5954
C 1.0297 3.8793 -1.4144
O 2.0518 2.9074 -1.3843
C 3.0363 2.9935 -0.5055
O 3.1570 3.7877 0.3829
O 3.7116 1.8400 -0.6331
C 4.6792 1.3823 0.2979
H 0.5487 3.9643 -0.4366
H 0.1804 3.6221 -2.0477
H 1.3595 4.8597 -1.7553
H 4.7416 0.3081 0.1402
H 4.3177 1.5663 1.3126
H 5.6616 1.8467 0.2272
C -3.3438 -1.9387 0.3073
O -4.2156 -1.2943 1.2294
C -5.2640 -0.6639 0.7840
O -6.0471 -1.0179 -0.0686
O -5.4150 0.4523 1.5104
C -6.6002 1.2194 1.3327
H -3.8149 -2.8108 -0.1416
H -2.4126 -2.1591 0.8147
H -3.0707 -1.2140 -0.4615
H -6.6715 1.8971 2.1760
H -7.4292 0.5077 1.3009
H -6.6119 1.7171 0.3615
C -0.4496 -0.6886 -5.7562
O 0.9552 -0.7018 -5.5128
C 1.4031 0.1615 -4.6157
O 0.7944 1.0146 -4.0412
O 2.7234 -0.0870 -4.5271
C 3.5151 0.5082 -3.5293
H -1.1259 -0.5494 -4.9126
H -0.6624 -1.6560 -6.2026
H -0.6839 0.1250 -6.4441
H 3.1290 1.4810 -3.2234
H 4.5077 0.7091 -3.9325
H 3.6362 -0.1394 -2.6631
C -3.2562 0.2805 -3.0306
O -3.7098 1.4283 -2.3456
C -5.0044 1.7147 -2.2384
O -5.8746 0.9352 -2.4741
O -5.1293 3.0129 -1.9441
C -6.4109 3.5884 -2.0525
H -3.6492 0.3350 -4.0499
H -3.6596 -0.6625 -2.6551
H -2.1727 0.2377 -3.0260
H -6.4045 4.4178 -2.7609
H -6.8501 3.9434 -1.1198
H -7.0923 2.8369 -2.4584

The HOMO energy is -10.48 eV. The value obtained for the total energy is -82811.62546 eV. As for the SMILES: O=C1OC[C@@H](F)O1.O=C1OC[C@@H](F)O1.O=C1OC[C@@H](F)O1.COC(=O)OC.COC(=O)OC.COC(=O)OC.COC(=O)OC.COC(=O)OC. The total charge is 0. As for the molecular weight: 768.55 g/mol.

---

2.
C24H39F5N2O5Si | ωB97M-V with the def2-TZVPD basis set

Element x y z (Å)
C 3.4989 -0.7176 -0.3521
Si 2.0634 0.5270 -0.0577
C 0.5125 -0.2302 -0.9978
C 1.6162 0.4748 1.8097
C 2.3654 2.3056 -0.7763
C 2.4966 2.0649 -2.4292
N 2.5805 1.9480 -3.7354
C 0.9977 3.1429 -0.5518
C 1.1197 4.6877 -0.0541
N 1.4060 5.9478 0.2022
C -0.0192 3.1781 -1.8806
C -1.4858 3.8758 -1.4796
C -2.3158 3.0362 -0.3423
O -2.6094 1.7337 -0.3871
O -2.8094 3.8328 0.8298
C 3.7708 2.9966 -0.3317
F 4.0687 4.3031 -1.0331
F 4.8511 2.0853 -0.8797
C 4.0724 3.0727 1.2727
F 5.0137 4.2388 1.4656
F 4.8557 1.8775 1.7634
F 2.9154 3.3339 2.1461
H 3.0622 -1.8048 -0.1270
H 4.4765 -0.4843 0.2691
H 3.7220 -0.7195 -1.5187
H -0.5003 0.1005 -0.4621
H 0.6518 -1.4114 -0.8971
H 0.5166 0.0236 -2.1477
H 2.6258 0.4077 2.4431
H 0.9957 -0.5092 2.0740
H 0.9917 1.4125 2.1259
H 0.3643 2.5648 0.2791
H 0.4171 3.8949 -2.7298
H -0.2880 2.1118 -2.2793
H -1.3880 5.0208 -1.2263
H -2.1368 3.8302 -2.4796
H -2.8578 3.2337 1.6437
C -2.8662 -2.6856 4.3657
C -1.9038 -2.0103 5.3082
C -0.5679 -2.3037 4.6610
O -0.8001 -2.3905 3.2483
C -2.2153 -2.4435 3.0214
H -3.8850 -2.2941 4.4227
H -2.8993 -3.7612 4.5767
H -2.0870 -0.9293 5.3135
H -1.9683 -2.3730 6.3372
H -0.1681 -3.2674 4.9938
H 0.1760 -1.5282 4.8649
H -2.5222 -1.4800 2.6001
H -2.4435 -3.2299 2.2967
C -3.2990 2.1179 -6.1605
C -2.7107 3.1191 -7.1207
C -2.1308 4.1550 -6.1825
O -1.7449 3.4637 -4.9866
C -2.2978 2.1408 -5.0263
H -3.4327 1.1222 -6.5909
H -4.2740 2.4725 -5.8056
H -1.9077 2.6491 -7.7007
H -3.4384 3.5373 -7.8208
H -2.8793 4.9058 -5.9078
H -1.2629 4.6670 -6.6081
H -1.4754 1.4406 -5.2091
H -2.7516 1.9017 -4.0606
C -0.0879 -7.1187 2.5458
C 0.5003 -6.1175 1.5855
C 1.0802 -5.0815 2.5238
O 1.4661 -5.7729 3.7197
C 0.9133 -7.0957 3.6800
H -0.2217 -8.1144 2.1154
H -1.0630 -6.7641 2.9007
H 1.3034 -6.5875 1.0056
H -0.2274 -5.6993 0.8855
H 0.3317 -4.3308 2.7985
H 1.9481 -4.5696 2.0981
H 1.7356 -7.7960 3.4972
H 0.4594 -7.3349 4.6456

The HOMO energy is -9.35 eV. The value obtained for the total energy is -60193.12112 eV. As for the SMILES: C[Si](C)(C)[C@@](C#N)([C@@H](C#N)CCC(=O)O)C(F)(F)C(F)(F)F.C1CCOC1.C1CCOC1.C1CCOC1. The total charge is 0. As for the molecular weight: 558.66 g/mol.

---

3.
C24H39FIO16S | ωB97M-V with the def2-TZVPD basis set

Element x y z (Å)
C 3.0452 -0.9214 -1.5942
O 2.5521 -2.1857 -2.1647
C 1.1422 -2.0730 -2.6112
S 0.1123 -2.0939 -1.0037
I -1.5544 -3.8339 -1.2439
C -0.6429 -0.3690 -0.9351
C -1.9839 -0.3034 -1.8874
F 0.2953 0.6793 -1.4867
H 2.5586 -0.6161 -0.5731
H 2.8541 -0.0565 -2.3797
H 4.2095 -1.0647 -1.3738
H 0.8175 -2.9425 -3.3524
H 1.0315 -1.0748 -3.2124
H -0.8341 -0.0384 0.1871
H -1.6113 -0.4846 -3.0072
H -2.4414 0.7947 -1.7871
H -2.8292 -1.0566 -1.5628
C 2.4934 -5.1352 -0.6531
C 2.0227 -6.4145 0.0087
C 1.1378 -6.1765 1.1944
O 1.3494 -7.3421 1.9692
C 2.6202 -7.7574 1.6872
O 3.2363 -8.5861 2.3365
O 3.1137 -7.1153 0.5848
H 3.2358 -5.3546 -1.4274
H 1.6573 -4.5956 -1.1071
H 2.9841 -4.4757 0.0712
H 1.5481 -7.0733 -0.7290
H 0.0845 -6.0741 0.9196
H 1.4373 -5.3088 1.7933
C 7.3938 1.1746 1.6431
C 6.4070 2.1392 1.0168
C 5.1010 2.2076 1.7484
O 4.2022 2.5997 0.7275
C 4.7161 2.1056 -0.4382
O 4.1023 2.0387 -1.4902
O 6.0077 1.6886 -0.2680
H 8.2767 1.0613 1.0056
H 7.7122 1.5222 2.6301
H 6.9548 0.1764 1.7479
H 6.8630 3.1303 0.9020
H 5.1125 2.9376 2.5624
H 4.7711 1.2391 2.1410
C -6.3719 2.0541 -5.1144
C -5.2295 1.4507 -4.3223
C -4.1121 0.9478 -5.1848
O -3.5389 -0.0644 -4.3782
C -4.5545 -0.5509 -3.6043
O -4.4972 -1.5846 -2.9592
O -5.6471 0.2706 -3.6543
H -7.2147 2.2867 -4.4554
H -6.0577 2.9696 -5.6239
H -6.7471 1.3476 -5.8629
H -4.8733 2.1607 -3.5656
H -3.3792 1.7245 -5.4192
H -4.4564 0.4874 -6.1179
C -3.5917 1.7173 1.3167
C -4.5785 2.6818 0.6904
C -5.8845 2.7503 1.4219
O -6.7833 3.1424 0.4010
C -6.2695 2.6482 -0.7646
O -6.8832 2.5814 -1.8166
O -4.9778 2.2313 -0.5944
H -2.7088 1.6040 0.6792
H -3.2733 2.0649 2.3037
H -4.0307 0.7191 1.4215
H -4.1225 3.6730 0.5756
H -5.8730 3.4803 2.2360
H -6.2144 1.7818 1.8145
C 1.0983 3.9429 4.6960
C 1.5396 2.5979 4.1553
C 0.9010 1.4390 4.8586
O 1.8557 0.4100 4.6753
C 3.0691 1.0321 4.5872
O 4.1448 0.4621 4.6637
O 2.9184 2.3800 4.4094
H 1.6845 4.7493 4.2435
H 0.0379 4.1201 4.4944
H 1.2646 4.0055 5.7771
H 1.3835 2.5532 3.0703
H -0.0629 1.1618 4.4232
H 0.7743 1.5999 5.9353

The HOMO energy is -12.64 eV. The value obtained for the total energy is -79924.77431 eV. The total charge is +1. As for the molecular weight: 761.53 g/mol.

---

4.
C24H39FN5O3PS | ωB97M-V with the def2-TZVPD basis set

Element x y z (Å)
C -2.8262 5.6010 -0.3320
N -1.3759 5.4418 0.0698
C -1.2061 5.0035 1.5076
C -0.6030 4.5578 -0.8838
O 0.7342 4.4439 -0.6643
C -1.2267 3.7776 -2.1822
C -1.7882 2.2675 -1.8911
C -1.8922 1.8701 -0.2885
C -2.5174 0.3313 -0.2576
C -3.1272 0.0570 1.2384
C -2.3402 0.6342 2.5981
C -3.1615 0.2093 3.9777
C -4.5470 -0.6392 4.0504
N -5.1740 -1.1530 2.8001
C -4.4766 -0.8070 1.5295
N -1.5364 -0.7286 -0.7487
C -1.0958 -1.7002 0.3347
C 0.0941 -2.7566 -0.1783
C 0.1740 -4.0348 0.8465
C 0.7202 -3.5925 2.3309
C 2.1148 -2.7309 2.1943
C 3.1270 -3.5283 1.1509
C 4.6975 -3.4189 1.6101
S 5.8595 -3.5077 0.0957
C 7.4076 -2.6324 0.6839
N 8.3668 -1.6760 0.0102
N 9.2614 -1.3932 1.0681
C 8.8947 -2.1261 2.3398
O 7.6944 -2.9465 2.1150
C -0.4035 -0.1025 -1.5353
C -0.9168 1.0766 -2.6054
P -1.7313 0.3291 -4.1798
C -0.2332 -0.1858 -5.3045
O -2.5612 1.5426 -5.1211
H -3.3506 4.5319 -0.4168
H -2.9287 6.1267 -1.3990
H -3.4453 6.2983 0.4132
H -0.1061 4.6882 1.7948
H -1.5140 5.9187 2.1986
H -1.9458 4.1193 1.7098
H -0.3506 3.7190 -2.9912
H -2.0978 4.3780 -2.7336
H -2.8817 2.2084 -2.3520
H -2.6540 2.5752 0.2857
H -0.8686 1.9677 0.2882
H -3.4335 0.3367 -1.0066
H -1.3443 1.2470 2.5686
H -2.7011 0.5748 5.0112
H -5.0276 -0.8857 5.1083
H -5.0004 -1.2359 0.5433
H -2.0867 -1.3141 -1.4472
H -1.9825 -2.4188 0.6856
H -0.6106 -1.1459 1.2719
H -0.2645 -3.1400 -1.2284
H 1.1057 -2.1917 -0.3496
H -0.9171 -4.4747 0.9973
H 0.8199 -4.9238 0.3906
H 0.9068 -4.5626 2.9603
H -0.1490 -2.9924 2.8493
H 2.5804 -2.5302 3.2489
H 1.8606 -1.6679 1.7334
H 2.8783 -4.6935 1.0773
H 3.0682 -3.0726 0.0501
H 4.8977 -2.3502 2.0946
H 4.9859 -4.3000 2.3255
H 9.3567 -2.1332 3.4147
H 0.1830 -0.8776 -2.2287
H 0.3992 0.3524 -0.7893
H 0.0951 1.5852 -2.9846
H -0.2338 -1.3246 -5.5756
H -0.1586 0.5133 -6.2673
H 0.7676 0.0317 -4.6968
H -2.3040 1.4598 -6.1051
F 0.0459 2.1200 -6.8289

The HOMO energy is -6.90 eV. The value obtained for the total energy is -61933.45722 eV. The total charge is 0. As for the molecular weight: 527.65 g/mol.

---

5.
C24H39N4O7PS2Sn | ωB97M-V with the def2-TZVPD basis set

Element x y z (Å)
Sn -0.1819 -1.5423 -1.3531
O -2.0395 -0.0257 0.5197
S -1.4026 -0.9801 1.5339
O -1.0901 -0.3557 2.7812
O -0.2418 -1.6404 0.9239
C -2.6874 -2.1636 1.8625
C -3.1895 -2.1160 3.1589
C -4.1569 -3.0209 3.5595
C -4.6208 -3.9775 2.6697
C -4.1143 -4.0304 1.3810
C -3.1473 -3.1271 0.9655
S -2.5584 -3.3267 -0.7134
O -3.4424 -4.2646 -1.3384
O -2.5718 -1.9739 -1.2964
O -1.1606 -3.7691 -0.6035
H -2.8014 -1.3631 3.8283
H -4.5452 -2.9757 4.5677
H -5.3755 -4.6864 2.9824
H -4.4478 -4.7670 0.6641
C -1.4150 2.9719 1.7599
C -2.8135 2.8368 1.1500
C -3.8210 1.9809 1.9387
C -2.7595 2.5928 -0.3640
C -3.5060 3.5505 -1.0517
C -3.4748 3.7085 -2.4193
C -2.6065 2.9028 -3.1248
C -1.8674 1.8951 -2.5205
C -0.9959 1.1006 -3.4852
C 0.4986 1.1510 -3.1489
C -1.5130 -0.3362 -3.7340
C -1.9769 1.6556 -1.1209
N -1.2873 0.5356 -0.6544
H -1.4760 3.1163 2.8400
H -0.9235 3.8431 1.3200
H -0.7965 2.1084 1.5721
H -3.2281 3.8432 1.2377
H -3.6575 0.9164 1.8455
H -4.8269 2.1924 1.5708
H -3.7826 2.2423 2.9995
H -4.1180 4.2303 -0.4702
H -4.0782 4.4596 -2.9112
H -2.5113 3.0486 -4.1941
H -1.0871 1.6292 -4.4344
H 0.7265 0.6173 -2.2287
H 0.8176 2.1871 -3.0252
H 1.0801 0.7041 -3.9584
H -0.8256 -1.0854 -3.3373
H -1.6108 -0.5231 -4.8027
H -2.4840 -0.4941 -3.2664
C 3.4070 0.2691 2.4559
N 2.7870 0.3359 1.1475
C 1.8086 1.4055 0.9915
P 3.3107 -0.4937 -0.1757
O 2.1950 -0.8043 -1.1143
N 4.4426 0.4288 -0.9630
C 5.3448 1.3502 -0.3040
C 4.8209 0.0605 -2.3202
N 4.0441 -1.8890 0.3401
C 5.4530 -1.9919 0.6630
C 3.2075 -2.9318 0.9203
H 2.6356 0.1391 3.2190
H 3.9636 1.1846 2.6883
H 4.0918 -0.5758 2.5092
H 1.0677 1.3353 1.7895
H 1.2910 1.3025 0.0398
H 2.2820 2.3930 1.0380
H 5.0097 1.5393 0.7143
H 5.3654 2.3007 -0.8436
H 6.3704 0.9633 -0.2670
H 4.1197 -0.6798 -2.6980
H 5.8349 -0.3546 -2.3543
H 4.7856 0.9368 -2.9727
H 6.0071 -1.1915 0.1766
H 5.8414 -2.9467 0.2999
H 5.6419 -1.9404 1.7422
H 2.1684 -2.7698 0.6432
H 3.2753 -2.9428 2.0140
H 3.5227 -3.9079 0.5450

The HOMO energy is -7.13 eV. The value obtained for the total energy is -82604.24938 eV. The total charge is 0. As for the molecular weight: 709.42 g/mol.